35
Properties=species:S:1:pos:R:3:lowdin_charge:R:1 method="wB97M-V/def2-TZVPD" charge=0 total_energy_ha=-711.52132 fmax_ev_per_a=19.7 lumo_ev=0.77
C -0.51 -2.56 -0.54 -0.061
C -0.98 -2.64 0.56 -0.193
C -1.88 -1.51 1.14 -0.138
C -2.08 -0.38 0.32 -0.223
C -3.15 -0.33 -0.70 0.032
C -3.30 0.90 -1.28 -0.103
C -2.35 1.82 -1.06 -0.154
C -1.23 1.80 -0.46 -0.059
C -1.19 0.66 0.36 -0.118
O -0.13 0.34 1.38 -0.105
C 0.93 1.38 1.44 -0.047
C 1.84 0.96 0.16 -0.275
O 3.04 1.58 0.21 0.066
H 3.78 1.42 -0.09 -0.048
C 2.44 -0.60 0.23 -0.311
N 3.43 -0.82 -0.51 -0.144
H 4.12 -1.73 -0.30 0.214
C 2.96 -1.09 -1.89 -0.096
H 2.59 -0.05 -2.41 0.142
H 3.81 -1.20 -2.52 0.047
H 2.25 -1.89 -2.11 0.068
H 2.77 -0.63 1.50 0.195
H 1.60 -1.16 0.30 0.043
H 1.34 1.04 -0.51 -0.018
H 0.76 2.42 1.19 0.114
H 1.56 0.95 2.36 0.165
H -0.44 2.36 -0.27 0.063
H -2.26 3.00 -1.86 0.206
H -4.14 1.08 -1.92 0.104
H -3.91 -0.96 -0.56 0.061
H -1.64 -1.24 2.11 0.084
H -3.06 -2.07 1.17 0.194
H -0.94 -3.46 1.21 0.094
H 0.05 -3.48 -1.02 0.114
H -0.74 -1.78 -1.28 0.088



40
Properties=species:S:1:pos:R:3:lowdin_charge:R:1 method="wB97M-V/def2-TZVPD" charge=+2 total_energy_ha=-1672.52961 fmax_ev_per_a=1.2 lumo_ev=-9.21
Pd -0.12 -0.22 -0.12 0.977
O 0.68 -1.88 3.42 0.199
C 0.38 -1.65 2.30 -0.474
O 0.44 -0.36 1.79 -0.254
C -0.07 -2.68 1.28 -0.148
C -0.23 -4.03 1.46 0.076
C -0.67 -4.79 0.36 0.046
C -0.93 -4.19 -0.87 0.073
C -0.75 -2.82 -0.97 -0.130
N -0.33 -2.15 0.09 -0.013
C -0.97 -1.90 -2.18 -0.503
O -1.33 -2.31 -3.24 0.193
O -0.72 -0.60 -1.93 -0.209
H -0.02 -4.49 2.42 0.148
H -0.80 -5.86 0.47 0.138
H -1.27 -4.75 -1.73 0.148
C -2.53 1.89 -0.93 -0.182
P -1.17 1.79 0.23 0.859
C -1.78 1.74 1.92 -0.175
C -0.06 3.22 0.03 -0.336
C 1.32 2.76 0.51 -0.324
P 1.61 1.22 -0.41 0.862
C 3.06 0.37 0.21 -0.169
C 1.79 1.55 -2.16 -0.175
H -2.98 2.88 -0.83 0.087
H -3.28 1.13 -0.71 0.078
H -2.17 1.76 -1.96 0.066
H -2.16 2.74 2.14 0.087
H -0.98 1.48 2.61 0.060
H -2.59 1.02 2.00 0.079
H -0.44 4.10 0.55 0.122
H -0.03 3.46 -1.03 0.098
H 1.35 2.52 1.57 0.111
H 2.10 3.49 0.30 0.122
H 3.88 1.11 0.21 0.090
H 3.34 -0.45 -0.45 0.079
H 2.89 0.02 1.22 0.063
H 2.56 2.33 -2.28 0.089
H 0.86 1.89 -2.61 0.064
H 2.12 0.65 -2.67 0.079



Record-wise highest occupied orbital energy values, in eV: -8.57, -16.59
Record-wise frontier orbital gap values, in eV: 9.34, 7.38
Record-wise energy relative to the best compared isomer or geometry (same formula, charge and spin) values, in eV: 13.927, 0.000